No. 1
{"formula": "C18H47BN6O8P", "method": "ωB97M-V/def2-TZVPD", "symbols": ["C", "B", "C", "C", "N", "P", "O", "O", "O", "H", "H", "H", "H", "H", "H", "H", "H", "H", "H", "H", "H", "C", "C", "O", "N", "C", "H", "H", "H", "H", "H", "H", "H", "C", "C", "O", "N", "C", "H", "H", "H", "H", "H", "H", "H", "C", "C", "O", "N", "C", "H", "H", "H", "H", "H", "H", "H", "C", "C", "O", "N", "C", "H", "H", "H", "H", "H", "H", "H", "C", "C", "O", "N", "C", "H", "H", "H", "H", "H", "H", "H"], "positions_angstrom": [[-1.12, -0.64, 1.19], [-2.50, -1.54, 1.21], [-3.69, -0.90, 0.23], [-5.01, -1.66, 0.54], [-6.24, -0.83, 0.45], [-2.12, -3.36, 0.68], [-0.84, -3.90, 1.33], [-1.97, -3.51, -0.98], [-3.33, -4.46, 1.10], [-0.25, -1.32, 1.21], [-1.04, -0.04, 2.11], [-1.01, 0.00, 0.31], [-2.96, -1.48, 2.33], [-3.79, 0.17, 0.43], [-3.47, -1.10, -0.83], [-4.92, -2.06, 1.56], [-5.09, -2.52, -0.14], [-6.94, -1.44, 0.05], [-6.52, -0.74, 1.43], [-1.53, -2.72, -1.27], [-3.65, -4.07, 1.90], [-0.03, 4.02, 0.46], [0.68, 2.77, 0.01], [0.07, 1.77, -0.34], [2.04, 2.78, 0.00], [2.94, 3.86, 0.37], [-1.10, 3.85, 0.41], [0.24, 4.26, 1.49], [0.23, 4.86, -0.19], [2.44, 1.91, -0.31], [3.56, 4.10, -0.48], [3.57, 3.52, 1.20], [2.39, 4.74, 0.69], [4.62, 3.24, -4.28], [3.95, 4.39, -3.58], [4.23, 4.70, -2.43], [3.01, 5.08, -4.27], [2.55, 4.86, -5.63], [5.34, 2.78, -3.61], [3.88, 2.48, -4.56], [5.14, 3.59, -5.17], [2.60, 5.84, -3.74], [2.73, 5.76, -6.22], [1.48, 4.66, -5.61], [3.06, 4.02, -6.09], [-7.78, -2.84, 5.03], [-6.84, -2.13, 4.10], [-7.21, -1.65, 3.04], [-5.53, -2.04, 4.46], [-4.89, -2.54, 5.66], [-8.78, -2.83, 4.60], [-7.47, -3.88, 5.17], [-7.81, -2.33, 6.00], [-4.96, -1.55, 3.78], [-4.44, -1.71, 6.20], [-4.10, -3.24, 5.39], [-5.60, -3.04, 6.31], [-2.16, -6.12, 5.98], [-1.67, -4.70, 6.08], [-2.12, -3.91, 6.90], [-0.71, -4.32, 5.20], [-0.07, -5.11, 4.16], [-2.92, -6.28, 6.74], [-2.59, -6.31, 5.00], [-1.34, -6.82, 6.16], [-0.43, -3.36, 5.31], [1.01, -5.14, 4.35], [-0.25, -4.64, 3.20], [-0.46, -6.12, 4.14], [7.68, 4.44, -7.67], [7.11, 3.05, -7.55], [5.98, 2.78, -7.91], [7.91, 2.09, -7.02], [9.27, 2.21, -6.53], [6.93, 5.09, -8.11], [7.95, 4.84, -6.69], [8.56, 4.44, -8.32], [7.47, 1.19, -6.96], [9.92, 1.54, -7.10], [9.31, 1.93, -5.48], [9.64, 3.23, -6.64]], "lumo_ev": 1.602, "homo_lumo_gap_ev": 6.5, "energy_ev": -54719.752, "total_charge": -1}


No. 2
{"formula": "CH7O2", "method": "ωB97M-V/def2-TZVPD", "symbols": ["O", "H", "H", "H", "C", "O", "H", "H", "H", "H"], "positions_angstrom": [[-0.27, 1.16, -1.67], [-0.69, 0.95, -2.46], [0.66, 1.59, -1.80], [-0.07, 0.12, -0.80], [0.00, -0.52, 1.51], [-0.21, -0.58, 0.01], [0.67, -1.34, 1.71], [0.35, 0.56, 1.73], [-0.97, -0.75, 1.99], [0.54, -1.19, -0.22]], "lumo_ev": -4.074, "homo_lumo_gap_ev": 13.8, "energy_ev": -5237.052, "total_charge": 1}


No. 3
{"formula": "C6H15NS", "method": "ωB97M-V/def2-TZVPD", "symbols": ["C", "C", "S", "C", "N", "C", "C", "C", "H", "H", "H", "H", "H", "H", "H", "H", "H", "H", "H", "H", "H", "H", "H"], "positions_angstrom": [[-0.74, -1.67, -0.51], [-0.48, -0.92, -1.79], [0.06, 0.80, -1.80], [0.44, -1.89, 0.55], [0.47, -1.25, 1.82], [0.65, 0.18, 1.70], [-0.60, 1.09, 1.47], [-0.26, 2.55, 1.21], [-1.60, -1.25, 0.04], [-1.08, -2.69, -0.75], [-1.42, -0.85, -2.33], [0.18, -1.55, -2.39], [2.74, -0.66, -3.43], [1.32, -1.65, -0.09], [0.53, -2.97, 0.72], [2.44, -0.48, -2.77], [1.19, 0.69, 2.53], [1.33, 0.25, 0.84], [-1.26, 0.99, 2.35], [-1.07, 0.56, 0.65], [-1.03, 2.94, 0.53], [0.73, 2.85, 0.86], [-0.34, 3.03, 2.18]], "lumo_ev": -3.294, "homo_lumo_gap_ev": 4.4, "energy_ev": -18784.262}


No. 4
{"formula": "C35H67BrCl2IN5O4PRbSi2", "method": "ωB97M-V/def2-TZVPD", "symbols": ["Rb", "O", "Cl", "O", "O", "O", "C", "N", "C", "C", "N", "N", "C", "N", "N", "H", "H", "H", "H", "H", "H", "H", "H", "H", "H", "H", "Cl", "Br", "C", "C", "C", "C", "C", "C", "I", "H", "H", "H", "H", "C", "Si", "C", "C", "C", "Si", "C", "C", "C", "H", "H", "H", "H", "H", "H", "H", "H", "H", "H", "H", "H", "H", "H", "H", "H", "H", "H", "H", "C", "C", "C", "C", "C", "C", "P", "C", "C", "C", "C", "C", "C", "C", "C", "C", "C", "C", "C", "H", "H", "H", "H", "H", "H", "H", "H", "H", "H", "H", "H", "H", "H", "H", "H", "H", "H", "H", "H", "H", "H", "H", "H", "H", "H", "H", "H", "H", "H", "H", "H", "H"], "positions_angstrom": [[0.02, -0.27, 0.00], [-1.13, -3.95, 0.57], [-0.34, -2.96, 1.22], [0.13, -3.47, 2.46], [-1.15, -1.81, 1.45], [0.75, -2.61, 0.38], [3.23, 1.75, -5.09], [2.83, 0.54, -4.40], [3.93, -0.31, -3.98], [1.68, 0.52, -3.61], [1.40, -0.35, -2.74], [0.76, 1.51, -3.91], [-0.31, 1.96, -3.12], [-1.21, 2.70, -3.85], [-0.33, 1.83, -1.86], [4.17, 1.57, -5.60], [3.35, 2.60, -4.41], [2.49, 2.01, -5.85], [4.70, -0.29, -4.75], [3.59, -1.34, -3.88], [4.37, 0.01, -3.03], [2.14, -1.01, -2.53], [0.75, 1.88, -4.84], [-1.50, 2.34, -4.75], [-2.02, 3.00, -3.27], [-1.18, 2.26, -1.50], [-3.46, 3.37, -1.87], [-2.95, -5.68, -4.24], [-2.03, -4.26, -5.09], [-2.15, -4.15, -6.47], [-1.48, -3.16, -7.15], [-0.68, -2.26, -6.43], [-0.58, -2.37, -5.05], [-1.24, -3.37, -4.35], [-1.06, -3.48, -2.22], [-2.78, -4.85, -7.01], [-1.57, -3.08, -8.22], [-0.15, -1.48, -6.95], [0.02, -1.66, -4.50], [3.69, 0.65, 5.29], [2.80, 0.25, 3.60], [1.11, -0.48, 4.14], [2.43, 2.01, 2.92], [3.79, -0.78, 2.44], [4.75, -0.24, 0.98], [6.47, 0.55, 1.43], [5.21, -1.70, -0.18], [4.03, 1.13, -0.18], [3.12, 1.34, 5.92], [4.65, 1.12, 5.12], [3.86, -0.25, 5.88], [0.65, 0.05, 4.98], [1.23, -1.51, 4.44], [0.40, -0.47, 3.32], [1.92, 2.64, 3.63], [1.81, 1.94, 2.02], [3.36, 2.51, 2.65], [3.51, -1.83, 2.42], [7.10, -0.16, 1.97], [6.32, 1.40, 2.09], [7.02, 0.90, 0.56], [5.76, -2.45, 0.37], [5.82, -1.41, -1.04], [4.31, -2.17, -0.56], [3.85, 2.03, 0.40], [3.08, 0.83, -0.62], [4.70, 1.41, -1.00], [-1.80, 3.74, 6.73], [-1.66, 2.27, 6.34], [-2.22, 2.04, 4.93], [-1.88, 3.21, 3.98], [-0.62, 3.90, 4.50], [-0.91, 4.61, 5.83], [-1.58, 2.56, 2.23], [-3.28, 2.06, 1.62], [-4.47, 3.03, 1.81], [-5.56, 2.44, 2.69], [-6.11, 1.13, 2.12], [-5.00, 0.28, 1.48], [-3.64, 0.64, 2.07], [-1.43, 4.13, 1.18], [0.01, 4.19, 0.67], [0.10, 5.15, -0.52], [-0.68, 6.44, -0.26], [-0.95, 6.61, 1.23], [-1.87, 5.50, 1.73], [-1.52, 3.87, 7.78], [-2.85, 4.03, 6.62], [-2.20, 1.64, 7.05], [-0.61, 1.98, 6.38], [-3.30, 1.92, 4.99], [-1.79, 1.11, 4.54], [-2.71, 3.92, 3.99], [-0.25, 4.63, 3.77], [0.15, 3.15, 4.64], [-1.42, 5.56, 5.64], [0.03, 4.83, 6.34], [-3.09, 1.99, 0.54], [-4.89, 3.25, 0.82], [-4.14, 3.98, 2.23], [-6.38, 3.16, 2.78], [-5.17, 2.28, 3.70], [-6.88, 1.34, 1.38], [-6.59, 0.56, 2.93], [-4.96, 0.47, 0.41], [-5.20, -0.78, 1.63], [-2.87, -0.06, 1.73], [-3.69, 0.57, 3.16], [-2.05, 3.90, 0.30], [0.31, 3.20, 0.34], [0.69, 4.50, 1.47], [-0.31, 4.64, -1.40], [1.15, 5.37, -0.74], [-1.63, 6.40, -0.79], [-0.12, 7.31, -0.65], [-1.40, 7.59, 1.43], [0.00, 6.58, 1.77], [-2.89, 5.71, 1.38], [-1.90, 5.53, 2.82]], "lumo_ev": 3.329, "homo_lumo_gap_ev": 4.3, "energy_ev": -181908.781, "total_charge": -2}


No. 5
{"formula": "C22H33N6OS3Sn", "method": "ωB97M-V/def2-TZVPD", "symbols": ["Sn", "C", "C", "S", "C", "C", "S", "H", "H", "H", "H", "H", "H", "C", "C", "N", "C", "C", "C", "S", "N", "C", "O", "C", "C", "C", "C", "C", "C", "H", "H", "H", "H", "H", "H", "H", "H", "H", "H", "H", "H", "H", "H", "H", "C", "N", "C", "N", "C", "N", "C", "N", "C", "C", "H", "H", "H", "H", "H", "H", "H", "H", "H", "H", "H", "H"], "positions_angstrom": [[0.83, -0.74, -0.47], [5.67, -2.26, 0.17], [4.19, -2.15, 0.38], [3.57, -0.67, 0.81], [3.35, -3.29, 0.22], [3.94, -4.63, -0.06], [1.68, -3.22, 0.37], [6.14, -1.29, 0.34], [5.89, -2.58, -0.84], [6.10, -2.98, 0.86], [5.01, -4.61, -0.15], [3.51, -5.03, -0.98], [3.67, -5.33, 0.73], [-5.16, 0.51, -1.26], [-4.76, 0.51, 0.21], [-3.38, 0.92, 0.40], [-3.13, 2.33, 0.53], [-3.35, 2.88, 1.94], [-2.44, -0.02, 0.37], [-0.84, 0.40, 1.02], [-2.78, -1.23, 0.04], [-2.07, -2.20, -0.47], [-0.97, -2.02, -1.08], [-2.64, -3.55, -0.37], [-1.80, -4.67, -0.40], [-2.32, -5.93, -0.20], [-3.68, -6.11, 0.02], [-4.52, -5.01, 0.01], [-4.01, -3.74, -0.18], [-6.20, 0.23, -1.36], [-4.55, -0.21, -1.81], [-5.01, 1.49, -1.71], [-4.86, -0.49, 0.62], [-5.39, 1.20, 0.77], [-3.81, 2.83, -0.17], [-2.10, 2.54, 0.23], [-4.36, 2.67, 2.28], [-3.21, 3.95, 1.93], [-2.65, 2.43, 2.63], [-0.75, -4.51, -0.57], [-1.66, -6.79, -0.19], [-4.07, -7.10, 0.19], [-5.58, -5.14, 0.16], [-4.67, -2.88, -0.19], [1.02, 2.95, -1.01], [1.49, 4.32, -0.93], [1.57, 4.71, 0.47], [2.49, 3.83, 1.19], [2.01, 2.47, 1.09], [1.92, 2.02, -0.32], [3.26, 2.17, -0.91], [3.75, 3.52, -0.82], [2.82, 4.40, -1.52], [3.81, 3.91, 0.59], [0.95, 2.66, -2.07], [0.03, 2.88, -0.55], [0.58, 4.64, 0.92], [1.92, 5.74, 0.54], [1.02, 2.39, 1.54], [2.70, 1.81, 1.62], [3.22, 1.87, -1.96], [3.95, 1.50, -0.38], [2.77, 4.10, -2.57], [3.18, 5.43, -1.46], [4.20, 4.93, 0.67], [4.49, 3.23, 1.12]], "lumo_ev": -5.629, "homo_lumo_gap_ev": 5.4, "energy_ev": -72669.208, "total_charge": 1}


No. 6
{"formula": "CH2I2", "method": "ωB97M-V/def2-TZVPD", "symbols": ["C", "I", "I", "H", "H"], "positions_angstrom": [[0.69, 0.53, 0.00], [1.48, -1.35, 0.03], [-2.87, -0.85, 0.03], [0.53, 0.97, -1.00], [0.16, 0.71, 0.93]], "lumo_ev": [-0.726, -3.218], "homo_lumo_gap_ev": [9.2, 5.3], "energy_ev": -17267.942}


No. 7
{"formula": "C4H9O2S", "method": "ωB97M-V/def2-TZVPD", "symbols": ["C", "C", "C", "C", "O", "O", "S", "H", "H", "H", "H", "H", "H", "H", "H", "H"], "positions_angstrom": [[0.40, 0.38, 1.17], [2.61, 0.90, 0.02], [-2.33, -0.30, -1.21], [1.67, 0.89, 1.22], [-2.74, -2.12, 0.62], [-0.97, -2.53, -1.02], [-1.50, -1.60, -0.04], [0.06, -0.09, 0.20], [2.06, 0.29, -0.61], [2.53, 1.91, -0.27], [3.71, 0.51, 0.15], [-2.26, -0.55, -2.27], [-3.45, -0.02, -1.30], [-1.73, 0.44, -0.79], [2.04, 1.23, 2.01], [-0.11, 0.65, 2.10]], "lumo_ev": 3.625, "homo_lumo_gap_ev": 6.6, "energy_ev": -19221.558, "total_charge": -1}


No. 8
{"formula": "C4H6O2", "method": "ωB97M-V/def2-TZVPD", "symbols": ["O", "C", "C", "C", "C", "O", "H", "H", "H", "H", "H", "H"], "positions_angstrom": [[-1.79, 0.91, -0.14], [-1.27, -0.32, -0.04], [0.77, 0.18, -1.18], [0.09, -0.57, -0.15], [1.27, 0.09, 1.47], [2.09, 0.69, 0.80], [-2.76, 0.87, -0.14], [-1.98, -1.12, 0.20], [1.34, -0.36, -1.94], [0.47, 1.19, -1.41], [0.33, -1.63, -0.07], [1.44, 0.08, 2.58]], "lumo_ev": [0.154, 0.296], "homo_lumo_gap_ev": [7.3, 7.0], "energy_ev": -8334.565}